Version w
DFT (ωB97M-V with the def2-TZVPD basis set) results for C5H9ClN2 in the gas phase.

Output
HOMO level: -10.001 eV
lowest unoccupied orbital energy: -0.44 eV

ORCA input file:
```
! RIJCOSX wB97M-V def2-TZVPD def2/J DEFGRID3
* xyz 0 1
C -0.1666 1.3323 -1.3986
C -1.1014 1.0362 -0.2426
C -0.3088 0.4472 0.9814
C -0.1314 -1.0141 1.0421
N 0.5892 -1.5603 -0.0126
Cl 0.3663 -3.3586 -0.1212
C 1.9441 -1.2758 -0.1186
N 3.0296 -1.0585 -0.3286
H -0.7910 1.7015 -2.2171
H 0.5966 2.1030 -1.0370
H 0.3686 0.5352 -1.9295
H -1.4921 1.9525 -0.0326
H -1.9576 0.4161 -0.5136
H 0.7934 0.8526 1.0442
H -1.0263 0.7618 1.7732
H -1.1466 -1.4999 1.1973
H 0.4340 -1.3711 1.9139
*
```

Version x
DFT (ωB97M-V with the def2-TZVPD basis set) results for C5H9ClN2 in the gas phase.

Output
HOMO level: -9.008 eV
lowest unoccupied orbital energy: 0.78 eV

ORCA input file:
```
! RIJCOSX wB97M-V def2-TZVPD def2/J DEFGRID3
* xyz 0 1
H 2.4318 1.6310 1.3743
N 1.7741 1.9894 0.6858
C 1.0059 1.1427 0.1790
C -0.0170 1.4615 -0.8696
C -1.0532 0.3551 -0.6948
N -0.2968 -0.7664 -0.1635
C -1.0398 -1.8594 0.4037
C 0.8741 -0.3336 0.4693
Cl 2.3577 -1.1474 -0.3113
H -0.4167 2.4656 -0.7553
H 0.4666 1.3882 -1.8454
H -1.8371 0.6684 0.0134
H -1.5328 0.0663 -1.6332
H -0.3573 -2.6788 0.6209
H -1.5660 -1.5756 1.3274
H -1.7735 -2.2016 -0.3249
H 0.9803 -0.6051 1.5242
*
```

Most stable one: version x, least stable one: version w.

Version w
DFT (ωB97M-V with the def2-TZVPD basis set) results for a gas-phase ion, C5H12NOS (charge -1).

Output
HOMO level: -2.290 eV
lowest unoccupied orbital energy: 2.60 eV

ORCA input file:
```
! RIJCOSX wB97M-V def2-TZVPD def2/J DEFGRID3
* xyz -1 1
O -0.5102 2.8539 -3.5169
C 0.1651 2.1531 -2.6121
C -0.7212 0.9746 -1.7581
N 0.0024 0.4640 -0.5871
C -0.5532 -0.6834 0.0899
C 0.5263 -1.4288 0.9038
C 0.8191 -0.8935 2.3690
S -0.7195 -0.9817 3.3654
H 0.6399 2.7426 -1.7784
H 0.9484 1.5379 -2.9955
H -0.8363 0.1826 -2.5835
H -1.6513 1.4205 -1.4421
H 0.1278 1.1343 0.2113
H -1.4740 -0.6540 0.8307
H -0.8204 -1.3946 -0.7175
H 1.6384 -1.5592 0.3650
H 0.2876 -2.4487 0.8139
H 1.5287 -1.4716 2.8829
H 1.2298 0.1359 2.1754
H -0.6275 -2.0840 3.9840
*
```

Version x
DFT (ωB97M-V with the def2-TZVPD basis set) results for 2 unconnected molecules or ions with the total composition C5H12NOS.

Output
HOMO level: -2.345 eV
lowest unoccupied orbital energy: 2.27 eV

ORCA input file:
```
! RIJCOSX wB97M-V def2-TZVPD def2/J DEFGRID3
* xyz -1 1
C 1.1246 1.2454 -1.6114
C 0.6444 0.3049 -0.4286
C -0.8582 0.3437 -0.2838
C -1.6745 -0.9455 -0.1756
S -3.2994 -0.6353 0.5277
N 1.3472 0.3233 0.8242
C 2.8376 0.2303 0.7756
O 3.3743 -0.6166 -0.0640
H 2.1706 1.1262 -1.9109
H 0.4383 1.1404 -2.4734
H 1.0140 2.2831 -1.2456
H 0.9503 -0.6205 -0.9406
H -0.9500 0.7431 0.7436
H -1.4212 1.0673 -0.9235
H -1.1311 -1.6120 0.5356
H -1.8992 -1.4985 -1.0890
H -3.4795 0.6719 -0.7761
H 1.0666 1.0779 1.4479
H 3.1620 1.3606 0.5418
H 3.1799 0.2346 1.8405
*
```

Version y
DFT (ωB97M-V with the def2-TZVPD basis set) results for a gas-phase ion, C5H12NOS (charge -1).

Output
HOMO level: -2.563 eV
lowest unoccupied orbital energy: 2.90 eV

ORCA input file:
```
! RIJCOSX wB97M-V def2-TZVPD def2/J DEFGRID3
* xyz -1 1
C 1.9619 -0.3245 0.2914
C 0.5075 0.2620 0.2343
C -0.3993 -0.7575 0.9413
C -1.8727 -0.3106 0.9039
S -3.0223 -1.2882 1.8773
N 0.0243 0.2983 -1.1510
C 0.4912 1.5588 -1.9148
O 1.3261 1.2680 -2.8999
H 2.0096 -0.9988 1.1505
H 2.3180 -0.6581 -0.6817
H 2.6317 0.4965 0.5346
H 0.4756 1.2304 0.7242
H -0.2550 -1.7756 0.5729
H -0.2024 -0.7957 2.0240
H -2.1544 -0.2459 -0.1324
H -1.9506 0.7075 1.2867
H -2.8715 -2.4708 1.2642
H 0.5159 -0.4330 -1.6518
H -0.4704 2.0213 -2.2486
H 0.9368 2.2159 -1.1250
*
```

Version z
DFT (ωB97M-V with the def2-TZVPD basis set) results for a gas-phase ion, C5H12NOS (charge -1).

Output
HOMO level: -2.384 eV
lowest unoccupied orbital energy: 3.14 eV

ORCA input file:
```
! RIJCOSX wB97M-V def2-TZVPD def2/J DEFGRID3
* xyz -1 1
O 2.6624 0.1757 -2.2422
C 1.7375 1.1221 -1.7285
C 0.3433 0.5527 -1.5657
C 0.2093 -0.5163 -0.4314
N 0.1849 0.0593 0.9007
C -1.2042 0.2213 1.3574
C -1.6900 -0.9378 2.2358
S -3.4695 -0.7975 2.6070
H 2.6471 -0.6302 -1.7151
H 1.6503 1.9433 -2.4476
H 2.1329 1.4959 -0.7762
H -0.3079 1.3796 -1.2386
H -0.1480 0.1559 -2.4524
H -0.6209 -1.1479 -0.7649
H 1.0759 -1.1967 -0.5122
H 0.7240 -0.5695 1.4891
H -1.8978 0.4218 0.5415
H -1.3768 1.1496 1.9255
H -1.5876 -1.8777 1.6850
H -1.0648 -1.0036 3.1329
*
```

Most stable one: version z, least stable one: version x.

Version w
DFT (ωB97M-V with the def2-TZVPD basis set) results for C5H5N in the gas phase.

Output
HOMO level (alpha / beta): -5.859 / -10.103 eV
lowest unoccupied orbital energy (alpha / beta): 0.92 / -2.20 eV

ORCA input file:
```
! RIJCOSX wB97M-V def2-TZVPD def2/J DEFGRID3
* xyz 0 3
C -0.9908 1.1140 0.0559
C 0.3608 0.8229 -0.1570
C 0.4765 -0.5226 -0.0546
C 1.7499 0.2792 0.0865
C -0.9062 -1.0799 0.0560
N -1.7494 0.0482 0.0581
H -1.5611 2.0377 -0.1094
H 2.3253 0.3645 -0.7432
H 2.2838 0.3652 1.1050
H -0.7900 -1.4845 -0.9381
H -1.1990 -1.9446 0.6407
*
```

Version x
DFT (ωB97M-V with the def2-TZVPD basis set) results for C5H5N in the gas phase.

Output
HOMO level (alpha / beta): -6.602 / -9.864 eV
lowest unoccupied orbital energy (alpha / beta): 1.03 / -2.15 eV

ORCA input file:
```
! RIJCOSX wB97M-V def2-TZVPD def2/J DEFGRID3
* xyz 0 3
C 1.8980 0.1506 0.0577
C -0.9482 -1.1921 0.2247
C 0.7825 0.9009 -0.0805
C -0.3854 0.0553 -0.5182
C 0.3321 -1.1651 -0.5337
N 1.5334 -1.1628 0.0996
H 2.8534 0.4832 0.3814
H -0.8462 -1.3854 1.2866
H -1.8509 -1.2601 -0.2977
H 0.9501 1.8972 -0.2076
H -1.1175 0.3654 -1.2708
*
```

Most stable one: version x, least stable one: version w.